No. 1
{"formula": "C14H14F24KN4O19S8", "method": "ωB97M-V/def2-TZVPD", "gap_ev": 6.451, "e_homo_ev": -1.92, "e_tot_ev": -227828.2524, "relative_energy_kcal_mol": 152.1, "total_charge": -3, "species": ["K", "C", "F", "F", "F", "S", "O", "O", "N", "S", "O", "O", "C", "F", "F", "F", "C", "F", "F", "F", "S", "O", "O", "N", "S", "O", "O", "C", "F", "F", "F", "C", "F", "F", "F", "S", "O", "O", "N", "S", "O", "O", "C", "F", "F", "F", "C", "F", "F", "F", "S", "O", "O", "N", "S", "O", "O", "C", "F", "F", "F", "C", "O", "C", "C", "O", "C", "C", "O", "C", "H", "H", "H", "H", "H", "H", "H", "H", "H", "H", "H", "H", "H", "H"], "coordinates": [[-0.71064, -0.29539, 0.91639], [-2.32025, 4.24083, 2.09581], [-3.03812, 5.46709, 1.96330], [-1.29364, 4.20439, 1.21960], [-1.86059, 4.22262, 3.36341], [-3.54924, 2.84961, 1.72069], [-2.71642, 1.72488, 1.21971], [-4.23791, 2.70282, 3.02441], [-4.58387, 3.56017, 0.46048], [-4.00784, 3.13014, -0.86050], [-2.57757, 3.27763, -0.99828], [-4.64865, 1.99846, -1.51235], [-4.72785, 4.58309, -1.89051], [-4.16342, 5.73604, -1.58649], [-4.43466, 4.42438, -3.18661], [-6.03336, 4.59401, -1.66494], [-1.23611, 2.80164, -4.28193], [-1.18208, 2.34577, -5.55957], [-1.22093, 4.10982, -4.36655], [-2.30058, 2.43617, -3.58711], [0.34839, 2.22937, -3.29336], [0.01241, 1.03234, -2.50785], [1.42674, 2.09539, -4.29683], [0.71273, 3.53764, -2.22432], [1.47587, 2.83527, -1.05701], [0.62565, 2.13208, -0.08210], [2.66304, 2.09783, -1.45930], [2.19046, 4.36415, -0.09428], [2.43775, 5.35600, -0.88515], [1.41025, 4.70691, 0.97270], [3.34014, 4.07458, 0.41197], [6.52480, -4.16383, -4.65626], [6.07051, -5.37832, -4.25827], [7.46608, -3.61932, -3.84206], [6.97758, -4.14940, -5.89339], [5.01423, -2.76202, -4.73420], [5.50702, -1.52603, -5.40734], [3.96273, -3.42265, -5.40491], [4.61798, -2.61898, -3.08964], [4.84683, -1.12243, -2.73598], [6.23496, -0.69273, -2.49131], [3.95527, -0.18589, -3.49723], [4.23309, -1.22804, -0.94136], [4.80486, -2.23692, -0.31044], [4.45392, -0.07444, -0.38994], [2.92643, -1.37519, -0.96434], [1.60509, -4.32103, 3.19185], [1.07818, -3.38298, 3.97005], [2.90696, -4.45517, 3.43841], [0.93089, -5.47848, 3.41597], [1.52065, -3.81607, 1.33102], [1.71522, -2.37613, 1.32980], [2.67173, -4.44618, 0.80301], [-0.07564, -4.37415, 0.82837], [-0.13749, -3.98753, -0.61968], [-0.27158, -2.54902, -0.89704], [0.85029, -4.60687, -1.54402], [-1.84452, -4.68810, -1.13090], [-2.07351, -4.32340, -2.43718], [-1.85826, -6.07433, -0.95750], [-2.83275, -4.14763, -0.32002], [-3.79629, -1.54427, 0.05382], [-3.03062, -1.78966, 1.15342], [-3.66882, -1.38763, 2.39018], [-2.84882, -1.55284, 3.65206], [-1.78866, -0.54648, 3.46243], [-0.86326, -0.36905, 4.49887], [-0.21078, 1.04129, 4.35307], [0.76074, 0.99521, 3.27544], [1.58444, 2.16287, 3.00520], [-3.26089, -1.93977, -0.80932], [-4.16871, -0.54978, -0.19192], [-4.65375, -2.21722, 0.05430], [-4.65022, -1.83561, 2.54595], [-4.02715, -0.36615, 2.26263], [-2.47776, -2.56511, 3.81246], [-3.39021, -1.30920, 4.56619], [-0.16076, -1.20094, 4.44845], [-1.37051, -0.28033, 5.45957], [0.27337, 1.30690, 5.29283], [-1.04655, 1.73386, 4.25333], [1.99867, 2.63449, 3.89631], [0.86914, 2.79962, 2.48464], [2.34595, 1.78770, 2.32150]], "forces_ev_per_angstrom": [[0.578, 0.234, -0.565], [-0.238, 1.814, -1.204], [1.537, -2.100, 0.182], [-1.456, 0.355, 1.632], [-0.265, -0.281, -1.031], [-0.494, -0.697, -0.201], [-1.919, 1.991, 1.369], [0.740, 0.321, -2.622], [0.821, -1.058, 6.688], [1.395, -0.034, -6.017], [-0.672, -0.088, 0.038], [0.285, 0.353, 0.735], [1.763, -1.809, 0.671], [-0.251, 0.970, 0.827], [-0.782, -0.483, -0.259], [-0.693, 0.678, -0.560], [1.602, -0.252, 1.012], [-0.566, -0.346, 1.198], [-0.122, 1.145, -0.095], [0.000, -0.458, -1.133], [2.684, -0.997, 0.197], [-0.361, 1.702, -1.727], [-2.603, 0.645, 1.316], [-1.221, -1.351, -1.952], [0.773, -1.663, 1.828], [0.828, 1.111, -0.226], [-0.691, 1.008, 0.560], [-1.797, -1.747, -0.058], [-0.742, 2.113, -1.184], [-0.096, 0.439, -0.843], [2.180, -1.402, 1.277], [-2.690, 3.568, 0.997], [1.260, 1.121, -0.468], [-0.388, -1.564, -0.444], [0.716, -1.187, -0.456], [1.068, 1.516, 1.585], [0.050, -2.931, 1.474], [-0.995, -1.442, -0.965], [1.338, -1.274, -3.583], [-0.840, 4.441, 0.962], [-0.962, -0.494, -0.601], [2.126, -2.076, 2.061], [-0.870, -0.043, -3.053], [0.330, -0.114, 0.728], [1.058, 1.107, 1.327], [-0.876, -0.711, 0.185], [-0.985, -0.242, -1.847], [0.166, -0.056, 0.270], [-0.628, -0.172, 0.528], [0.798, 0.548, 0.186], [-0.383, 1.575, 0.565], [-1.758, -0.661, 0.748], [0.096, -2.010, -0.523], [3.275, -0.034, 4.380], [0.975, 1.905, -7.280], [-0.659, -1.340, 0.789], [-2.246, 0.347, 1.992], [0.353, 0.068, 0.742], [-0.036, -1.085, 2.153], [-0.465, 2.165, -0.761], [1.167, -1.277, -1.521], [-1.296, -1.154, -2.301], [0.810, 0.455, 3.236], [-1.063, 0.265, -0.609], [1.491, 1.517, -1.005], [-1.048, -0.884, -0.027], [0.370, 1.153, -0.204], [0.897, -1.296, -0.845], [-0.605, -0.322, 1.279], [-1.845, -0.849, -0.403], [0.376, 0.514, 0.001], [0.426, 0.497, 0.620], [-0.659, -0.026, 0.239], [-0.088, -1.155, -0.256], [0.743, 0.570, 0.230], [0.458, -0.102, -0.395], [-0.461, 0.290, -0.121], [0.382, 0.172, 0.467], [-0.198, -0.502, 0.366], [0.327, -0.092, 0.207], [0.030, 0.340, -0.669], [0.022, -0.145, 0.186], [0.713, 0.686, -0.114], [0.006, 0.309, 0.096]]}

---

No. 2
{"formula": "C4H13N2O2", "method": "ωB97M-V/def2-TZVPD", "gap_ev": 9.517, "e_homo_ev": -12.44, "e_tot_ev": -11427.1033, "relative_energy_kcal_mol": 54.7, "total_charge": 1, "species": ["N", "C", "C", "N", "C", "C", "O", "H", "H", "H", "H", "H", "H", "H", "H", "H", "H", "H", "H", "H", "O"], "coordinates": [[-0.92390, -1.05856, 0.45758], [0.54299, -1.20892, 0.68240], [1.08937, 0.18395, 0.84137], [1.18901, 0.86436, -0.42034], [0.96729, 2.28905, -0.57072], [-0.31782, 2.71456, 0.12783], [-1.17648, 1.90524, 0.38536], [-1.28944, -1.65496, -0.35658], [-1.27282, -0.13135, 0.17333], [-1.39471, -1.21656, 1.34551], [0.65506, -1.85869, 1.57367], [1.04913, -1.72635, -0.13018], [2.05494, 0.09879, 1.40807], [0.49084, 0.73191, 1.59096], [1.60855, 0.29181, -1.12931], [1.81562, 2.71534, 0.02060], [1.05387, 2.64332, -1.59182], [-0.46913, 3.78900, 0.33901], [-2.21220, -2.56071, -2.03208], [-1.54081, -3.82093, -1.50396], [-1.91937, -2.99029, -1.21070]], "forces_ev_per_angstrom": [[-1.276, -0.509, -1.509], [-0.033, 0.180, 0.539], [1.638, 0.530, 1.751], [-1.303, -0.926, -0.436], [1.586, -0.673, 2.237], [-0.206, -0.201, -1.162], [-0.232, 0.184, 0.299], [0.328, -0.358, 1.663], [1.092, 0.682, 0.179], [-0.348, -0.536, -0.276], [0.069, 0.606, -0.407], [-0.402, -0.008, -0.270], [-0.238, -0.002, -0.674], [-0.063, -0.122, -0.634], [0.147, 0.546, -0.352], [-0.607, 0.803, -0.528], [-0.170, -0.038, -0.120], [0.161, -0.167, 0.059], [-0.111, -0.300, 0.208], [0.158, -0.329, 0.045], [-0.190, 0.637, -0.613]]}

---

No. 3
{"formula": "C12H18HgO10P", "method": "ωB97M-V/def2-TZVPD", "gap_ev": [7.880, 6.055], "e_homo_ev": [-7.86, -7.44], "e_tot_ev": -46671.1238, "spin_multiplicity": 2, "species": ["Hg", "P", "O", "O", "O", "O", "O", "C", "O", "C", "C", "C", "H", "H", "H", "H", "H", "H", "O", "C", "O", "C", "C", "C", "H", "H", "H", "H", "H", "H", "O", "C", "O", "C", "C", "C", "H", "H", "H", "H", "H", "H"], "coordinates": [[-0.01921, 1.43185, 0.68154], [0.72641, 3.54991, 1.76220], [0.29812, 2.36587, 2.66404], [-0.39540, 3.53664, 0.70171], [1.74980, 2.65832, 0.90068], [1.20966, 4.90886, 2.34938], [-2.18459, 0.88144, 0.61518], [-3.24281, 0.56258, 0.04710], [-3.56679, 1.14805, -1.17838], [-4.94069, 1.30929, -1.37732], [-5.52669, 0.85187, 0.00497], [-4.46533, -0.06558, 0.70254], [-5.32464, 0.68124, -2.18120], [-5.15351, 2.33930, -1.66347], [-6.58974, 0.61171, -0.01351], [-5.56558, 1.70253, 0.68538], [-4.48262, -1.15537, 0.69053], [-4.44019, 0.21575, 1.75532], [0.23387, 0.67425, -1.44494], [0.75675, -0.17119, -2.15318], [1.87579, 0.10448, -2.77549], [2.23221, -1.05440, -3.52009], [1.39318, -2.24301, -3.05187], [0.37953, -1.67643, -2.18128], [3.25944, -1.31003, -3.26021], [2.20227, -0.93467, -4.60308], [2.09991, -2.94517, -2.60960], [0.91462, -2.86395, -3.80917], [0.43521, -1.95090, -1.12788], [-0.59438, -2.03083, -2.51892], [0.52197, -0.64649, 1.41875], [1.66866, -0.86908, 1.77436], [2.20640, -2.06350, 1.80739], [3.50297, -2.20871, 2.15765], [3.83108, -0.79243, 2.72645], [2.83028, 0.13942, 1.95041], [4.19213, -2.29747, 1.31785], [3.67340, -2.92850, 2.95825], [4.77404, -0.28120, 2.53258], [3.68948, -0.78676, 3.80719], [3.24869, 0.51985, 1.01858], [2.58629, 1.08247, 2.43952]], "forces_ev_per_angstrom": [[-0.804, -1.448, -0.704], [1.115, 2.828, 2.919], [-0.067, 0.609, 2.352], [-1.092, 2.179, -1.200], [2.454, 1.348, -0.987], [-1.017, -3.684, -1.770], [-3.256, -2.079, -1.720], [1.325, 2.678, 0.467], [2.209, -0.960, 1.208], [-1.411, -1.124, 1.299], [-0.572, 0.662, 0.213], [-0.152, 1.091, -0.516], [0.302, -0.222, -0.108], [0.094, 0.045, 0.394], [0.222, -0.887, -0.284], [0.279, 0.421, -0.240], [-0.237, 0.074, -0.665], [0.236, -0.140, -0.050], [0.093, -0.951, -1.525], [-1.876, 0.580, 2.248], [-0.250, -0.772, -1.007], [1.664, -1.336, -0.941], [1.574, -1.684, -1.015], [-0.749, 1.106, 1.285], [0.132, 0.506, -0.161], [-0.249, 0.651, 0.120], [-0.243, 0.000, 0.537], [0.228, 0.519, -0.559], [0.100, -0.125, 0.100], [-0.321, 1.076, 0.147], [0.594, -1.684, 0.588], [1.498, 2.832, -1.505], [-3.852, -2.430, -0.848], [3.630, 2.828, 1.480], [-0.162, 1.584, -0.372], [-0.264, -1.051, 1.746], [-0.438, -0.860, -0.337], [-0.329, -0.377, -0.524], [0.558, -1.039, 0.057], [-0.315, 0.229, -0.048], [-0.181, -0.629, -0.435], [-0.471, -0.364, 0.363]]}

---

No. 4
{"formula": "C5H14N2", "method": "ωB97M-V/def2-TZVPD", "gap_ev": 9.134, "e_homo_ev": -7.99, "e_tot_ev": -8391.1736, "relative_energy_kcal_mol": 33.3, "smiles": "CNC[C@H](C)NC", "species": ["C", "N", "C", "C", "C", "N", "C", "H", "H", "H", "H", "H", "H", "H", "H", "H", "H", "H", "H", "H", "H"], "coordinates": [[1.56386, 0.08378, -1.91849], [1.61278, -0.25553, -0.53782], [1.05183, -1.36899, 1.63870], [0.58292, -0.83848, 0.31331], [-0.48757, 0.25221, 0.59704], [-1.42101, 0.51627, -0.51420], [-2.59078, 1.19574, 0.06255], [1.97975, 1.06200, -2.18060], [1.98905, -0.61871, -2.64743], [0.52085, 0.15913, -2.24528], [2.54706, -0.31387, -0.17300], [1.14642, -0.54793, 2.34347], [1.98630, -1.93205, 1.58886], [0.30729, -2.07829, 1.99692], [0.08023, -1.57286, -0.33012], [0.07409, 1.11994, 0.96838], [-1.11729, -0.05841, 1.43949], [-0.96585, 1.23305, -1.07859], [-2.35750, 1.95979, 0.80491], [-3.21617, 0.44873, 0.56624], [-3.28628, 1.55447, -0.69436]], "forces_ev_per_angstrom": [[-1.368, 0.034, -1.102], [1.710, 0.262, 1.238], [0.303, -0.530, -0.215], [-1.271, 1.152, -2.084], [-0.089, -0.925, 0.426], [0.460, 1.229, 0.579], [-0.895, -1.005, -0.023], [0.214, 0.046, 0.435], [0.282, -0.336, 0.334], [-0.005, -0.060, 0.153], [-0.009, -0.109, 0.099], [0.151, 0.006, 0.224], [0.085, 0.187, -0.105], [-0.093, 0.148, 0.199], [-0.122, -0.441, 0.555], [-0.159, 0.252, -0.250], [0.086, -0.243, -0.042], [-0.057, -0.335, -0.256], [0.081, 0.302, -0.120], [0.301, -0.054, 0.224], [0.396, 0.421, -0.269]]}